# 1
ORCA calculation (ωB97M-V with the def2-TZVPD basis set) on a 13-piece molecular cluster, C101H220F6N11O6S2 overall in a non-equilibrium geometry.

Positions of all 346 atoms, in Å:
C 16.242 23.027 16.871
C 14.882 22.499 17.354
C 13.793 23.657 17.051
N 12.456 23.442 17.747
C 11.508 24.426 17.214
C 10.131 24.473 17.965
C 10.397 24.737 19.449
C 11.295 23.621 20.054
C 12.617 23.528 19.228
C 11.938 22.072 17.385
H 16.481 24.025 17.271
H 16.165 23.247 15.804
H 17.042 22.295 16.977
H 14.937 22.300 18.430
H 14.689 21.592 16.793
H 13.596 23.725 15.986
H 14.195 24.603 17.433
H 12.074 25.362 17.241
H 11.331 24.047 16.201
H 9.553 25.189 17.397
H 9.571 23.540 17.900
H 11.015 25.642 19.455
H 9.478 24.958 20.008
H 11.724 23.872 21.015
H 10.766 22.665 20.150
H 13.254 24.397 19.430
H 13.150 22.628 19.556
H 10.958 21.962 17.812
H 12.621 21.355 17.820
H 11.938 21.949 16.292
C 17.090 19.396 19.832
C 16.133 18.462 19.150
C 16.198 17.067 19.849
N 15.696 15.880 19.107
C 16.356 15.682 17.775
C 15.997 14.429 17.022
C 16.207 13.151 17.890
C 15.435 13.333 19.234
C 15.775 14.608 19.957
C 14.293 16.113 18.861
H 17.022 19.324 20.934
H 16.789 20.397 19.499
H 18.135 19.182 19.597
H 16.299 18.432 18.069
H 15.099 18.808 19.212
H 15.578 17.123 20.747
H 17.209 16.819 20.184
H 17.444 15.690 17.970
H 16.156 16.598 17.239
H 16.708 14.337 16.216
H 14.962 14.548 16.644
H 17.277 13.135 18.145
H 15.934 12.237 17.376
H 15.743 12.517 19.883
H 14.358 13.276 19.131
H 16.751 14.529 20.441
H 15.083 14.838 20.767
H 13.821 15.223 18.490
H 14.147 16.939 18.140
H 13.789 16.283 19.820
C 13.598 29.282 23.954
C 13.919 28.000 23.140
C 15.200 27.497 23.707
N 15.638 26.048 23.458
C 14.782 25.101 24.271
C 15.058 23.580 24.003
C 14.864 23.337 22.497
C 15.705 24.280 21.648
C 15.560 25.766 22.065
C 17.052 25.965 23.863
H 14.408 30.009 23.787
H 13.433 29.050 25.008
H 12.709 29.750 23.556
H 14.151 28.193 22.079
H 13.136 27.253 23.215
H 15.247 27.573 24.803
H 16.024 28.151 23.429
H 13.755 25.322 23.988
H 14.941 25.352 25.307
H 14.356 23.022 24.619
H 16.082 23.288 24.254
H 13.836 23.499 22.198
H 15.048 22.290 22.299
H 15.483 24.190 20.603
H 16.717 23.907 21.681
H 14.535 26.047 21.795
H 16.225 26.458 21.542
H 17.560 26.823 23.378
H 17.447 24.959 23.679
H 17.198 26.079 24.948
C 19.582 25.060 31.132
C 19.828 23.975 30.079
C 20.974 24.422 29.181
N 21.210 23.526 27.938
C 22.544 23.871 27.324
C 22.633 25.326 26.818
C 21.541 25.590 25.753
C 20.163 25.311 26.351
C 20.138 23.854 26.979
C 21.219 22.074 28.304
H 18.866 24.766 31.895
H 19.227 25.991 30.674
H 20.465 25.238 31.750
H 18.906 23.785 29.549
H 20.053 23.039 30.616
H 21.914 24.370 29.734
H 20.831 25.416 28.807
H 23.298 23.733 28.111
H 22.732 23.176 26.507
H 22.469 26.070 27.622
H 23.654 25.486 26.485
H 21.624 26.612 25.416
H 21.644 24.903 24.893
H 19.901 26.044 27.119
H 19.447 25.173 25.551
H 19.162 23.794 27.465
H 20.135 23.100 26.180
H 21.582 21.508 27.431
H 20.252 21.754 28.697
H 21.925 21.937 29.113
C 24.805 21.226 19.548
C 23.743 20.274 20.205
C 23.422 20.597 21.639
N 22.360 19.719 22.354
C 22.078 20.359 23.691
C 23.260 20.346 24.644
C 23.732 18.885 24.850
C 24.058 18.234 23.506
C 22.850 18.305 22.606
C 21.098 19.745 21.610
H 24.322 22.179 19.288
H 25.330 20.813 18.676
H 25.625 21.439 20.252
H 24.203 19.300 20.198
H 22.882 20.316 19.555
H 22.973 21.588 21.716
H 24.355 20.490 22.154
H 21.802 21.403 23.496
H 21.196 19.867 24.105
H 24.040 21.010 24.274
H 22.872 20.786 25.574
H 24.566 18.844 25.548
H 22.997 18.260 25.371
H 24.977 18.619 23.045
H 24.268 17.170 23.615
H 23.081 17.833 21.648
H 22.029 17.670 22.949
H 20.756 20.777 21.627
H 20.404 19.037 22.055
H 21.217 19.396 20.595
C 21.738 36.313 21.089
C 22.444 35.063 20.635
C 21.527 34.186 19.847
N 22.005 32.847 19.378
C 20.870 32.041 18.785
C 20.322 32.683 17.475
C 21.430 32.896 16.427
C 22.592 33.679 17.068
C 23.056 33.024 18.327
C 22.562 32.074 20.501
H 20.869 36.144 21.752
H 21.446 36.926 20.230
H 22.437 36.906 21.695
H 22.807 34.498 21.500
H 23.257 35.500 20.052
H 21.088 34.667 18.971
H 20.659 33.968 20.485
H 20.152 32.044 19.623
H 21.362 31.096 18.556
H 19.804 33.609 17.706
H 19.555 32.051 17.008
H 21.080 33.424 15.539
H 21.735 31.902 16.097
H 22.299 34.720 17.258
H 23.471 33.725 16.453
H 23.796 33.644 18.803
H 23.526 32.047 18.169
H 21.804 31.989 21.275
H 23.484 32.481 20.879
H 22.649 31.063 20.136
C 23.124 24.530 14.940
C 23.714 23.370 14.113
C 23.052 22.085 14.626
N 23.139 20.904 13.686
C 22.304 19.863 14.302
C 22.079 18.622 13.512
C 21.555 18.921 12.143
C 22.351 20.040 11.423
C 22.498 21.219 12.373
C 24.584 20.415 13.591
H 23.073 24.301 16.013
H 22.138 24.820 14.565
H 23.746 25.420 14.912
H 24.787 23.329 14.175
H 23.470 23.586 13.074
H 21.973 22.218 14.717
H 23.503 21.708 15.546
H 21.346 20.328 14.530
H 22.806 19.681 15.254
H 21.454 17.950 14.087
H 23.021 18.093 13.427
H 20.510 19.163 12.330
H 21.463 18.125 11.423
H 21.702 20.364 10.597
H 23.307 19.754 10.985
H 21.535 21.611 12.754
H 23.059 22.049 11.939
H 25.063 21.130 12.923
H 24.532 19.464 13.063
H 25.005 20.406 14.582
C 20.600 21.278 17.836
C 20.559 22.245 18.963
C 20.452 23.670 18.423
N 20.216 24.832 19.382
C 20.154 26.125 18.565
C 20.021 27.355 19.535
C 21.111 27.356 20.580
C 21.164 25.987 21.365
C 21.285 24.839 20.408
C 18.884 24.665 19.987
H 20.592 20.259 18.234
H 21.542 21.463 17.289
H 19.811 21.431 17.085
H 21.457 22.249 19.555
H 19.662 22.113 19.545
H 19.638 23.731 17.695
H 21.398 23.953 17.957
H 21.100 26.168 18.036
H 19.306 26.059 17.887
H 20.126 28.191 18.855
H 19.028 27.361 19.988
H 22.072 27.413 20.039
H 20.974 28.229 21.221
H 22.053 25.979 21.976
H 20.346 25.874 22.064
H 22.253 24.845 19.905
H 21.231 23.916 20.992
H 18.226 24.395 19.143
H 18.663 25.535 20.640
H 18.810 23.796 20.659
C 26.187 24.755 17.541
C 26.101 25.250 18.954
C 26.595 26.677 19.041
N 26.469 27.332 20.380
C 25.019 27.496 20.675
C 24.712 28.232 21.953
C 25.304 29.630 21.889
C 26.833 29.580 21.536
C 27.092 28.700 20.263
C 27.205 26.574 21.452
H 25.830 23.730 17.513
H 27.168 24.675 17.094
H 25.509 25.441 17.005
H 26.688 24.704 19.701
H 25.050 25.093 19.203
H 26.166 27.310 18.279
H 27.666 26.720 18.840
H 24.615 27.999 19.808
H 24.640 26.473 20.674
H 23.619 28.181 22.016
H 25.048 27.607 22.751
H 24.783 30.123 21.065
H 25.066 30.201 22.802
H 27.093 30.606 21.239
H 27.481 29.284 22.361
H 26.506 29.151 19.462
H 28.167 28.594 20.105
H 26.599 25.722 21.789
H 27.410 27.322 22.192
H 28.191 26.214 21.118
C 15.051 31.200 15.404
C 16.036 31.428 16.561
C 15.437 31.094 17.926
N 16.384 31.166 19.125
C 16.717 32.631 19.372
C 15.564 33.515 19.774
C 14.844 32.901 20.962
C 14.476 31.432 20.771
C 15.666 30.597 20.302
C 17.647 30.387 18.925
H 14.749 30.140 15.355
H 15.558 31.394 14.460
H 14.120 31.729 15.564
H 16.394 32.465 16.444
H 16.924 30.819 16.350
H 15.036 30.085 17.832
H 14.634 31.780 18.162
H 17.103 33.011 18.430
H 17.413 32.542 20.239
H 14.857 33.611 18.968
H 16.015 34.502 19.996
H 13.910 33.413 21.163
H 15.453 33.032 21.860
H 13.638 31.325 20.057
H 14.244 31.048 21.760
H 15.318 29.625 19.964
H 16.428 30.525 21.069
H 17.284 29.471 18.448
H 18.016 30.146 19.930
H 18.363 30.869 18.258
C 21.032 31.671 12.752
C 21.128 30.209 13.356
C 19.907 29.451 12.845
N 19.900 27.973 13.186
C 20.138 27.747 14.654
C 19.079 28.340 15.551
C 17.779 27.619 15.221
C 17.406 27.852 13.764
C 18.526 27.407 12.821
C 20.879 27.277 12.348
H 21.838 32.279 13.179
H 20.059 32.103 12.993
H 21.303 31.789 11.692
H 21.076 30.222 14.447
H 22.020 29.736 12.963
H 19.843 29.542 11.746
H 18.987 29.890 13.225
H 21.059 28.269 14.845
H 20.131 26.659 14.791
H 18.972 29.418 15.357
H 19.368 28.133 16.580
H 16.948 27.997 15.844
H 17.858 26.559 15.450
H 17.146 28.918 13.651
H 16.542 27.225 13.522
H 18.288 27.694 11.804
H 18.620 26.314 12.820
H 20.753 26.228 12.587
H 21.900 27.656 12.518
H 20.851 27.544 11.296
C 19.541 29.347 24.308
F 19.878 30.199 25.195
F 20.751 28.773 23.836
F 18.831 28.378 24.877
S 18.717 29.963 22.818
O 17.479 30.556 23.226
O 19.676 30.862 22.191
O 18.556 28.707 22.074
C 24.093 29.083 15.890
F 23.917 30.370 15.555
F 23.681 28.305 14.838
F 25.370 28.832 16.061
S 23.128 28.691 17.364
O 23.264 27.231 17.500
O 23.749 29.485 18.394
O 21.739 29.058 17.025

The value obtained for the HOMO-LUMO gap is 0.300 hartree. Its HOMO energy is -0.8591 hartree. Its total charge is +9.

# 2
ORCA calculation (ωB97M-V with the def2-TZVPD basis set) on an isolated ion of composition C5H12N and charge +1 in a non-equilibrium geometry.

Positions of all 18 atoms, in Å:
C -1.053 0.499 0.877
C 0.438 0.297 1.107
C 1.286 0.939 -0.010
C 0.881 -1.043 -1.461
C 0.913 0.286 -1.353
N -1.715 -0.745 0.308
H -1.557 1.030 1.704
H -1.200 1.180 0.032
H 0.671 -0.793 1.351
H 0.866 0.885 1.959
H 1.071 2.009 -0.105
H 2.342 0.737 0.156
H 1.033 -1.754 -0.656
H 1.016 -1.408 -2.480
H 0.599 0.964 -2.178
H -2.748 -0.785 0.362
H -1.500 -1.445 1.019
H -1.342 -0.854 -0.633

The calculation puts the energy above the lowest of the compared OMol25 structures with the same formula, charge and spin at 1.9435 eV. The value obtained for the HOMO-LUMO gap is 0.374 hartree. Its HOMO energy is -0.5032 hartree. Its total charge is +1. The SMILES is C=CCCC[NH3+].

Q: HOMO of number 2 (C5H12N)?
A: -0.5032 hartree